No. 1
DFT (wB97M-V/def2-TZVPD) results for a molecular structure, C14H27AlF3NO17S3 in a non-equilibrium geometry.

The value obtained for the HOMO energy is -0.2598 Eh. The total energy is -3619.65092 Ha. The HOMO-LUMO gap is 1.463 eV.

ORCA input file:
```
! wB97M-V def2-TZVPD RIJCOSX def2/J DEFGRID3
* xyz 0 1
C 2.862 0.393 -0.272
C 2.154 -0.262 -1.473
O 3.030 -0.296 -2.614
C 1.829 -1.690 -1.105
C 0.570 -1.788 -0.263
C -0.658 -1.425 -1.107
C -1.722 -0.610 -0.363
C -1.504 0.868 -0.597
F -1.831 -0.949 0.966
C 0.345 -3.106 0.402
O 1.584 -3.105 1.196
C 1.599 -1.833 1.687
O 2.191 -1.550 2.648
O 0.913 -0.995 0.907
H 3.741 0.954 -0.552
H 2.139 1.045 0.201
H 3.076 -0.414 0.416
H 1.321 0.346 -1.795
H 3.936 -0.384 -2.298
H 1.669 -2.244 -2.028
H 2.674 -2.141 -0.594
H -1.114 -2.356 -1.420
H -0.336 -0.857 -1.960
H -2.671 -0.861 -0.825
H -2.071 1.503 0.068
H -0.450 1.129 -0.618
H -1.880 1.077 -1.589
H -0.399 -2.923 1.172
H 0.156 -3.954 -0.228
C 4.700 -1.559 3.616
C 3.896 -0.376 3.047
O 4.611 0.200 2.109
H 5.650 -1.215 4.055
H 4.143 -2.062 4.412
H 4.917 -2.306 2.847
H 3.612 0.259 3.924
H 2.874 -0.824 2.750
Al 7.611 -1.255 3.877
C -3.749 3.701 -1.887
O -4.615 4.199 -2.634
O -2.772 4.561 -1.471
O -3.693 2.527 -1.502
H -3.090 5.358 -1.927
O -0.606 -1.216 -4.264
H -0.644 -1.144 -5.224
H 0.337 -1.237 -4.059
C -6.244 1.989 -4.598
C -7.072 2.929 -5.441
O -6.342 3.044 -6.671
S -5.598 1.657 -6.982
O -6.386 0.906 -7.887
O -4.231 1.931 -7.231
O -5.748 1.008 -5.526
H -5.393 2.503 -4.150
H -6.826 1.506 -3.817
H -7.195 3.904 -4.978
H -8.054 2.506 -5.667
N 3.263 -1.203 7.052
S 1.681 -1.052 7.026
O 1.169 0.135 6.425
O 0.966 -1.580 8.133
F 1.370 -2.133 5.893
S 3.957 -0.183 8.044
O 5.371 -0.086 7.827
O 3.527 -0.202 9.396
F 3.451 1.232 7.523
*
```

No. 2
DFT (wB97M-V/def2-TZVPD) results for a molecular structure, C30H46GdO3P2 in a non-equilibrium geometry.

The value obtained for the HOMO energy (spin up / spin down) is -0.3845 / -0.3852 Eh. The total energy is -2844.64608 Ha. The HOMO-LUMO gap (spin up / spin down) is 6.249 / 7.936 eV.

ORCA input file:
```
! wB97M-V def2-TZVPD RIJCOSX def2/J DEFGRID3
* xyz 1 8
Gd -1.161 -0.762 0.723
C -3.353 0.200 1.712
C -3.478 0.225 0.278
C -3.504 -1.991 0.973
C -3.379 -1.167 2.132
C -3.562 -1.141 -0.176
C -3.333 1.381 2.624
H -2.923 2.272 2.133
H -2.722 1.177 3.514
H -4.347 1.630 2.974
C -3.415 -1.660 3.534
H -3.530 -0.832 4.241
H -2.489 -2.192 3.789
H -4.251 -2.359 3.688
C -3.742 -3.456 0.992
H -4.762 -3.688 1.344
H -3.043 -3.968 1.667
H -3.630 -3.889 -0.007
C -3.860 -1.598 -1.563
H -4.942 -1.766 -1.698
H -3.351 -2.549 -1.779
H -3.542 -0.863 -2.313
C -3.687 1.431 -0.569
H -4.764 1.649 -0.682
H -3.275 1.286 -1.579
H -3.217 2.319 -0.127
C 3.504 3.378 -0.377
C 2.552 4.327 -0.419
C 2.298 5.234 -1.585
C 2.482 4.583 -2.985
C 1.952 3.196 -3.102
C 2.708 2.081 -3.015
C 4.111 2.034 -2.498
C 4.505 3.115 -1.455
H 2.965 6.114 -1.565
H 3.537 4.623 -3.284
H 1.273 5.625 -1.494
H 4.791 4.046 -1.965
H 3.753 2.907 0.577
H 2.057 4.634 0.511
H 5.412 2.738 -0.959
H 4.264 1.038 -2.052
H 2.365 1.131 -3.441
H 4.838 2.119 -3.323
H 1.923 5.213 -3.691
H 0.892 3.164 -3.375
P 0.343 1.563 0.879
C 1.699 1.752 2.059
C -0.351 3.168 0.378
P 0.027 -0.134 -1.746
C 1.146 0.958 -0.696
C -0.540 0.935 -3.097
C 1.151 -1.313 -2.564
H 1.917 0.766 2.500
H 1.375 2.432 2.860
H 2.611 2.137 1.593
H 0.359 3.787 -0.188
H -0.642 3.694 1.301
H -1.246 3.016 -0.243
H 2.015 -0.835 -3.050
H 0.567 -1.860 -3.319
H 1.512 -2.043 -1.825
H 2.091 0.435 -0.472
H 1.385 1.887 -1.224
H -1.073 0.309 -3.829
H 0.287 1.435 -3.617
H -1.238 1.693 -2.715
O 0.813 -5.162 -0.283
C 1.078 -5.297 1.027
C 1.830 -6.399 1.456
C 2.098 -6.573 2.808
C 1.592 -5.673 3.758
C 0.848 -4.565 3.352
C 0.615 -4.357 1.995
C -0.022 -3.133 1.546
O -0.222 -2.152 2.358
O -0.388 -2.984 0.307
H 0.302 -4.302 -0.342
H 2.201 -7.092 0.704
H 2.716 -7.415 3.125
H 1.788 -5.829 4.817
H 0.435 -3.841 4.057
*
```

No. 3
DFT (wB97M-V/def2-TZVPD) results for a molecular structure, C21H19F4IN5RbS2 in a non-equilibrium geometry.

The value obtained for the HOMO energy is -0.0409 Eh. The total energy is -2603.07632 Ha. The HOMO-LUMO gap is 4.429 eV.

ORCA input file:
```
! wB97M-V def2-TZVPD RIJCOSX def2/J DEFGRID3
* xyz -2 1
Rb 1.102 -0.089 0.868
C -2.085 1.109 -2.003
C -2.698 0.180 -0.963
N -2.258 0.491 0.387
C -2.709 1.823 0.817
C -1.583 2.849 0.910
C -2.678 -0.525 1.359
C -2.338 -1.980 1.052
N -0.916 -2.198 0.936
C -0.450 -3.423 0.858
C 0.972 -3.616 0.784
F 1.756 -2.499 0.764
C 1.592 -4.832 0.745
F 2.939 -4.880 0.686
C 0.882 -6.026 0.754
C -0.495 -5.894 0.788
F -1.242 -7.024 0.770
C -1.143 -4.684 0.829
F -2.506 -4.723 0.816
H -2.379 0.795 -3.007
H -0.999 1.071 -1.927
H -2.404 2.143 -1.859
H -2.389 -0.839 -1.194
H -3.803 0.221 -1.039
H -3.189 1.743 1.796
H -3.480 2.189 0.124
H -0.811 2.531 1.614
H -1.983 3.804 1.261
H -1.115 3.004 -0.063
H -3.776 -0.485 1.494
H -2.210 -0.262 2.312
H -2.877 -2.298 0.149
H -2.775 -2.552 1.882
H 1.365 -6.989 0.725
S 1.368 2.295 3.472
C 2.829 2.944 2.849
S 3.330 2.577 1.247
C 3.627 3.788 3.655
C 4.850 4.339 3.208
N 5.868 4.803 2.908
C 3.265 4.142 4.975
N 3.035 4.474 6.061
I 0.564 -2.058 -3.096
C 1.255 -0.087 -3.445
C 1.467 0.351 -4.739
C 1.916 1.656 -4.902
C 2.123 2.438 -3.773
C 1.864 1.895 -2.528
N 1.428 0.640 -2.364
H 1.290 -0.294 -5.587
H 2.100 2.050 -5.893
H 2.485 3.454 -3.859
H 2.014 2.459 -1.611
*
```

No. 4
DFT (wB97M-V/def2-TZVPD) results for 2 unconnected molecules or ions with the total composition C4H11N3O2 in a non-equilibrium geometry.

The value obtained for the HOMO energy is -0.3114 Eh. The SMILES is [H]/N=C(/N)NC.CC(=O)O. The total energy is -473.71479 Ha. The HOMO-LUMO gap is 9.196 eV.

ORCA input file:
```
! wB97M-V def2-TZVPD RIJCOSX def2/J DEFGRID3
* xyz 0 1
H -1.339 -0.995 -0.119
N -0.735 -1.779 -0.502
C 0.419 -1.791 -0.932
N 1.018 -3.039 -1.113
N 1.291 -0.681 -1.048
C 0.881 0.564 -1.743
H 0.430 -3.909 -1.154
H 1.973 -3.269 -1.452
H 2.179 -0.751 -0.523
H -0.128 0.834 -1.584
H 0.794 0.337 -2.820
H 1.501 1.323 -1.625
C -1.696 2.294 1.839
C -0.573 1.457 2.055
O 0.263 1.499 2.851
O -0.568 0.397 1.183
H -1.382 3.323 1.970
H -2.522 2.007 2.506
H -2.116 2.312 0.791
H 0.310 -0.131 1.419
*
```

No. 5
DFT (wB97M-V/def2-TZVPD) results for 2 unconnected molecules or ions with the total composition C4H12N2S2.

The value obtained for the HOMO energy is -0.2863 Eh. The SMILES is N/C=C/N.CSSC. The total energy is -1065.45956 Ha. The HOMO-LUMO gap is 8.525 eV.

ORCA input file:
```
! wB97M-V def2-TZVPD RIJCOSX def2/J DEFGRID3
* xyz 0 1
N 1.396 -1.984 1.038
C 1.545 -1.793 -0.353
C 0.650 -1.260 -1.159
N 0.944 -1.066 -2.545
H 2.153 -2.537 1.409
H 0.527 -2.427 1.293
H 2.488 -2.124 -0.776
H -0.275 -0.821 -0.810
H 1.590 -0.296 -2.688
H 0.098 -0.845 -3.048
C -1.144 2.761 -0.604
S -2.224 1.344 -0.336
S -2.303 1.311 1.719
C -0.880 0.280 2.135
H -1.622 3.674 -0.256
H -0.195 2.636 -0.092
H -0.971 2.872 -1.673
H 0.005 0.588 1.585
H -0.675 0.449 3.192
H -1.109 -0.763 1.969
*
```

No. 6
DFT (wB97M-V/def2-TZVPD) results for a single C5H7NO3 molecule in a non-equilibrium geometry.

The value obtained for the HOMO energy (spin up / spin down) is -0.2265 / -0.3631 Eh. The total energy is -475.01659 Ha. The HOMO-LUMO gap (spin up / spin down) is 6.716 / 6.957 eV.

ORCA input file:
```
! wB97M-V def2-TZVPD RIJCOSX def2/J DEFGRID3
* xyz 0 3
C 1.572 -0.265 -0.626
C 0.080 1.667 -1.340
C 1.524 -0.167 0.853
C 0.058 0.323 -0.564
C -0.956 -0.583 -1.212
N 0.256 0.468 0.878
O 0.265 2.729 -0.510
O 2.291 -0.556 -1.541
O 0.057 1.933 -2.509
H 1.550 -1.136 1.248
H 2.391 0.473 1.302
H -0.548 -0.758 -2.295
H -1.974 -0.103 -1.151
H -1.004 -1.634 -0.762
H -0.410 0.333 1.630
H 0.265 2.499 0.436
*
```

No. 7
DFT (wB97M-V/def2-TZVPD) results for 14 unconnected molecules or ions with the total composition C38H66Br18O10 in a non-equilibrium geometry.

The value obtained for the HOMO energy is -0.3528 Eh. The total energy is -48572.19743 Ha. The HOMO-LUMO gap is 9.424 eV.

ORCA input file:
```
! wB97M-V def2-TZVPD RIJCOSX def2/J DEFGRID3
* xyz 0 1
Br -3.527 -0.313 0.784
C -4.746 -1.781 0.139
C -6.014 -1.216 -0.430
Br -7.293 -2.714 -0.775
H -4.899 -2.409 1.017
H -4.187 -2.337 -0.614
H -5.836 -0.593 -1.307
H -6.530 -0.527 0.238
Br -1.928 4.173 2.132
C -2.900 4.514 0.401
C -3.463 3.251 -0.130
Br -5.225 2.973 0.659
H -2.074 4.907 -0.193
H -3.634 5.291 0.616
H -2.850 2.378 0.093
H -3.568 3.243 -1.215
Br 0.838 -1.299 -4.840
C 2.506 -2.343 -5.371
C 3.783 -1.750 -4.824
Br 3.734 -1.890 -2.829
H 2.518 -2.444 -6.456
H 2.288 -3.342 -4.995
H 4.022 -0.713 -5.060
H 4.679 -2.325 -5.056
Br 5.396 -3.731 3.893
C 4.227 -4.414 2.447
C 4.664 -3.756 1.143
Br 4.118 -1.836 0.931
H 3.182 -4.265 2.720
H 4.410 -5.487 2.404
H 4.200 -4.363 0.366
H 5.739 -3.822 0.975
Br -5.848 1.490 5.255
C -4.188 1.017 4.276
C -3.303 0.293 5.269
Br -1.535 -0.114 4.344
H -3.819 1.846 3.673
H -4.638 0.335 3.554
H -3.703 -0.669 5.587
H -3.092 0.876 6.166
Br 0.546 2.619 4.953
C 1.398 3.066 3.226
C 2.748 2.423 3.173
Br 3.868 2.862 1.592
H 1.546 4.146 3.214
H 0.686 2.860 2.426
H 2.586 1.356 3.020
H 3.377 2.597 4.046
Br -2.577 -2.866 -3.002
C -3.179 -1.004 -3.111
C -4.597 -0.796 -3.719
Br -5.193 1.081 -3.602
H -2.471 -0.352 -3.623
H -3.268 -0.670 -2.078
H -5.265 -1.445 -3.152
H -4.851 -1.166 -4.712
Br -1.010 -6.510 -2.781
C 0.675 -5.502 -2.618
C 0.889 -4.957 -1.174
Br 1.412 -6.272 0.191
H 0.600 -4.871 -3.504
H 1.448 -6.258 -2.756
H -0.019 -4.480 -0.805
H 1.725 -4.265 -1.273
Br 1.341 4.802 -0.115
C 0.720 6.701 -0.195
C 1.275 7.571 0.922
Br 0.502 6.875 2.688
H -0.369 6.711 -0.200
H 1.018 7.180 -1.128
H 1.034 8.609 0.695
H 2.336 7.364 1.065
O 1.290 -0.332 7.367
C 1.513 -1.102 6.415
O 1.312 -2.450 6.533
C 1.930 -3.099 5.408
C 2.011 -2.052 4.298
C 2.173 -0.717 5.107
H 1.392 -3.894 4.891
H 2.933 -3.444 5.660
H 1.188 -2.127 3.588
H 2.936 -2.229 3.751
H 1.521 0.077 4.741
H 3.226 -0.447 5.186
O -3.177 4.464 -3.262
C -2.130 4.065 -3.730
O -1.029 4.760 -3.526
C 0.007 4.363 -4.463
C -0.444 2.988 -4.877
C -1.896 2.940 -4.774
H 1.019 4.259 -4.071
H 0.092 5.040 -5.313
H -0.069 2.232 -4.189
H 0.051 2.695 -5.803
H -2.281 1.980 -4.428
H -2.427 3.448 -5.579
O 3.287 3.563 -5.020
C 3.691 2.809 -4.161
O 5.011 2.540 -3.933
C 5.204 1.751 -2.790
C 3.959 2.025 -1.974
C 2.900 2.255 -3.061
H 6.150 2.062 -2.346
H 5.281 0.672 -2.924
H 3.936 2.923 -1.356
H 3.710 1.206 -1.299
H 2.149 2.966 -2.718
H 2.477 1.274 -3.277
O -1.164 1.232 -1.984
C -0.363 0.731 -1.299
O -0.018 -0.542 -1.445
C 0.960 -0.865 -0.557
C 0.921 0.098 0.578
C 0.444 1.358 -0.153
H 1.928 -0.866 -1.058
H 0.740 -1.919 -0.389
H 1.897 0.362 0.986
H 0.181 0.039 1.376
H 1.291 1.971 -0.462
H -0.201 2.004 0.442
O -0.419 -2.620 1.689
C -1.378 -3.360 1.916
O -2.225 -3.762 0.875
C -3.067 -4.897 1.431
C -2.217 -5.437 2.531
C -1.749 -4.133 3.147
H -3.333 -5.684 0.725
H -4.040 -4.612 1.833
H -1.422 -6.143 2.292
H -2.745 -5.978 3.317
H -0.859 -4.369 3.731
H -2.495 -3.621 3.754
*
```

No. 8
DFT (wB97M-V/def2-TZVPD) results for a single C7H11NS molecule in a non-equilibrium geometry.

The value obtained for the HOMO energy is -0.3111 Eh. The SMILES is CNCc1sccc1C. The total energy is -726.20190 Ha. The HOMO-LUMO gap is 9.335 eV.

ORCA input file:
```
! wB97M-V def2-TZVPD RIJCOSX def2/J DEFGRID3
* xyz 0 1
C -0.464 -1.184 2.177
N -0.131 -1.736 0.751
C -1.064 -1.089 -0.216
C -0.656 0.432 -0.536
S -1.548 1.759 0.120
C -0.272 2.826 -0.360
C 0.828 2.239 -0.890
C 0.614 0.772 -0.976
C 1.524 -0.322 -1.447
H -0.056 -1.796 3.106
H -0.234 -0.076 2.213
H -1.599 -1.358 2.354
H -0.311 -2.718 0.835
H -2.207 -1.035 -0.043
H -1.005 -1.654 -1.183
H -0.486 3.931 -0.025
H 1.683 2.817 -1.228
H 2.130 -0.837 -0.604
H 2.338 0.128 -2.067
H 0.916 -1.098 -1.981
*
```

No. 9
DFT (wB97M-V/def2-TZVPD) results for 10 unconnected molecules or ions with the total composition C21H40Cl18O3 in a non-equilibrium geometry.

The value obtained for the HOMO energy is -0.3799 Eh. The SMILES is O=C1OCCO1.ClCCCl.ClCCCl.ClCCCl.ClCCCl.ClCCCl.ClCCCl.ClCCCl.ClCCCl.ClCCCl. The total energy is -9333.29273 Ha. The HOMO-LUMO gap is 10.235 eV.

ORCA input file:
```
! wB97M-V def2-TZVPD RIJCOSX def2/J DEFGRID3
* xyz 0 1
O -26.988 -9.772 -0.528
C -27.121 -10.163 0.647
O -26.217 -10.928 1.317
C -26.500 -10.915 2.662
C -28.002 -10.657 2.642
O -28.188 -9.911 1.426
H -26.500 -11.930 3.059
H -25.944 -10.174 3.236
H -28.314 -10.101 3.526
H -28.575 -11.583 2.697
Cl -27.009 -6.360 6.327
C -28.602 -6.245 7.267
C -29.406 -5.161 6.584
Cl -30.259 -5.749 5.114
H -28.369 -6.128 8.326
H -29.122 -7.197 7.167
H -28.853 -4.258 6.324
H -30.237 -4.928 7.251
Cl -22.157 -6.546 2.210
C -23.166 -5.209 1.674
C -24.463 -5.834 1.142
Cl -25.667 -4.663 0.670
H -22.608 -4.632 0.936
H -23.369 -4.701 2.616
H -24.880 -6.531 1.869
H -24.226 -6.480 0.296
Cl -21.414 -12.577 3.000
C -21.545 -12.586 1.227
C -22.234 -13.794 0.632
Cl -21.727 -13.969 -1.035
H -20.522 -12.581 0.852
H -22.100 -11.663 1.057
H -23.316 -13.719 0.735
H -21.930 -14.657 1.225
Cl -23.225 -8.413 -5.608
C -22.546 -9.862 -4.898
C -21.186 -9.506 -4.345
Cl -21.268 -8.389 -2.948
H -22.600 -10.673 -5.625
H -23.208 -10.093 -4.064
H -20.520 -8.968 -5.020
H -20.699 -10.442 -4.072
Cl -27.684 -12.294 -7.632
C -28.507 -10.856 -7.095
C -30.077 -11.045 -7.395
Cl -30.436 -11.445 -9.081
H -28.102 -10.027 -7.676
H -28.452 -10.650 -6.027
H -30.621 -10.126 -7.178
H -30.346 -11.846 -6.708
Cl -30.678 -7.652 -3.179
C -29.951 -6.023 -3.044
C -28.936 -5.798 -4.207
Cl -29.543 -6.036 -5.919
H -29.380 -5.985 -2.117
H -30.723 -5.253 -3.010
H -28.125 -6.496 -3.999
H -28.646 -4.755 -4.076
Cl -27.741 -17.174 2.484
C -28.738 -18.688 2.082
C -28.931 -19.625 3.285
Cl -27.386 -20.352 3.848
H -28.277 -19.246 1.267
H -29.686 -18.345 1.670
H -29.545 -20.483 3.011
H -29.254 -19.152 4.212
Cl -26.555 -13.676 7.498
C -27.684 -15.064 7.677
C -27.005 -16.375 8.225
Cl -26.206 -16.195 9.845
H -28.105 -15.155 6.676
H -28.447 -14.815 8.416
H -26.202 -16.592 7.521
H -27.673 -17.231 8.129
Cl -32.624 -12.810 6.054
C -34.073 -12.463 7.056
C -33.593 -11.982 8.418
Cl -34.942 -12.201 9.544
H -34.518 -13.452 7.164
H -34.807 -11.799 6.600
H -33.454 -10.901 8.371
H -32.685 -12.490 8.742
*
```